No. 1
Entry from the Open Molecules 2025 dataset: a structure of composition C2H2N2OS2 at a distorted geometry (wB97M-V/def2-TZVPD).

```
9
Properties=species:S:1:pos:R:3:forces:R:3:lowdin_charge:R:1
C -0.92321 0.07473 1.47055 -0.6 -1.8 1.2 -0.134
C -0.66219 1.40109 0.98912 0.4 -0.1 0.5 -0.678
N 0.82795 -0.52377 0.33727 2.4 -0.3 -0.6 -0.563
N -0.16610 -0.89369 1.01512 -1.2 -0.4 0.1 -0.094
O -1.27818 2.39416 1.24133 0.3 0.5 -0.4 0.050
S 1.05916 -1.84316 -1.56430 -2.6 3.8 0.0 0.601
S 0.92801 1.19606 0.08154 -0.6 -0.5 -0.7 0.972
H -1.65336 -0.24236 2.24526 0.3 0.8 -0.9 0.136
H 1.61789 -2.90544 -2.03355 1.7 -1.9 0.8 -0.291
```
Positions in Å, forces in eV/Å.

Computed properties:
Lowest unoccupied orbital energy (alpha / beta), eV: -3.6 / -3.6
ΔE to the lowest compared entry with this formula, charge and spin, kJ/mol: 407.4
Highest occupied orbital energy (alpha / beta), eV: -9.1526 / -9.1480
Orbital gap (alpha / beta), eV: 5.6 / 5.6


No. 2
Entry from the Open Molecules 2025 dataset: a structure of composition C4H8F12NaO16S4 at a distorted geometry (wB97M-V/def2-TZVPD).

```
45
Properties=species:S:1:pos:R:3:forces:R:3:lowdin_spin:R:1
Na 0.09158 -0.11037 -0.15304 -0.8 0.4 -0.1 -0.001
C 1.81369 4.07490 2.33048 -2.0 -2.4 -1.3 0.000
F 0.54246 4.32393 2.76306 0.8 -0.2 -0.9 0.000
F 1.97890 4.56051 1.05947 -0.2 0.0 1.4 0.000
F 2.58424 4.65268 3.17618 1.7 1.2 0.8 0.000
S 2.12224 2.15614 2.32258 0.9 -3.3 0.6 -0.002
O 2.16119 1.75665 3.74653 -0.2 1.5 -1.5 0.012
O 1.00119 1.53257 1.59635 0.7 1.4 0.4 0.005
O 3.41742 1.84057 1.64171 -1.6 1.8 0.6 0.005
C -2.61775 -2.91754 1.72911 0.0 3.2 -2.7 0.000
F -3.15655 -3.70462 0.78891 0.2 -0.8 0.3 0.000
F -3.28607 -2.99862 2.82231 -0.7 -1.3 2.3 0.000
F -1.32425 -3.21893 1.88509 -0.2 -0.6 0.3 0.000
S -2.85014 -1.13878 1.10836 -0.2 1.6 -1.7 -0.001
O -4.30947 -0.98135 0.98684 1.4 -0.7 0.5 0.002
O -2.23641 -0.20476 2.06927 -0.3 -1.8 -0.7 0.004
O -2.16901 -1.21008 -0.21826 -0.4 0.1 2.1 0.004
C -0.93074 1.65733 -5.19808 -3.6 0.2 2.5 0.000
F -1.54387 2.32916 -6.22845 0.9 -0.4 0.7 0.000
F -0.53633 0.48681 -5.61281 0.4 -1.5 -1.3 0.000
F 0.10759 2.29228 -4.75159 1.1 1.3 -0.2 0.000
S -2.16376 1.37996 -3.60220 0.2 -0.3 1.8 0.000
O -1.32340 0.77618 -2.55708 0.7 0.4 -1.6 0.000
O -2.55244 2.74391 -3.22412 0.1 -0.6 -1.1 0.000
O -3.21768 0.44284 -3.95809 0.3 1.0 -1.2 0.000
C 1.49265 -3.45190 3.46680 0.8 2.2 -3.1 -0.010
F 2.49444 -3.61841 4.29985 0.3 -0.6 0.4 -0.002
F 1.57261 -4.31771 2.41781 0.5 0.3 0.8 -0.002
F 0.35147 -3.61268 4.01123 -1.7 -0.7 1.6 -0.002
S 1.52576 -1.62641 2.75976 -1.0 -2.4 0.7 -0.042
O 2.85581 -1.17341 2.77053 2.2 0.7 0.5 0.275
O 1.01075 -1.78647 1.43929 -0.8 0.1 -1.2 0.303
O 0.62323 -0.91961 3.64324 -0.3 0.5 0.3 0.453
O 1.60761 -0.22686 -3.74453 0.6 -0.5 -0.2 0.000
H 0.76348 -0.40875 -4.15757 -0.3 0.1 0.0 0.000
H 1.39570 -0.07010 -2.82434 -0.2 0.4 0.3 0.000
O 2.16174 0.87165 -0.91133 -0.2 -0.5 -0.7 0.000
H 3.01714 0.71146 -1.30990 0.2 -0.1 -0.1 0.000
H 2.31127 1.59784 -0.30592 0.0 0.2 0.7 0.000
O -0.05124 -2.51523 -1.63456 0.2 0.3 0.0 0.000
H -0.14764 -3.38409 -1.24465 -0.2 -0.1 0.3 0.000
H 0.76624 -2.56393 -2.13012 0.3 0.0 -0.3 0.000
O -1.54449 1.85732 -0.07839 0.3 0.2 0.8 0.000
H -1.47091 2.67334 -0.57331 0.0 0.0 -0.4 0.000
H -2.33824 1.44251 -0.41620 -0.2 -0.3 -0.3 0.000
```
Positions in Å, forces in eV/Å.

Computed properties:
Net charge: -2
Lowest unoccupied orbital energy (alpha / beta), eV: 3.7 / -0.4
Expectation value of S²: 0.764
Spin multiplicity: 2
Highest occupied orbital energy (alpha / beta), eV: -3.8661 / -3.8661
Orbital gap (alpha / beta), eV: 7.6 / 3.5